# 1
Molecular formula: C5H13NO
Method: DFT, wB97M-V/def2-TZVPD

Cartesian coordinates (Å):
C 0.830 -2.600 -0.390
C 0.192 -1.668 -1.139
C 0.741 -1.009 -2.399
O -0.960 -1.096 -0.725
H 1.889 -2.719 -0.673
H 0.465 -2.947 0.575
H 1.802 -1.396 -2.662
H -0.052 -1.154 -3.194
H 0.721 0.095 -2.426
H -1.217 -0.330 -1.320
C -1.510 1.557 1.413
C 0.060 1.418 1.340
N 0.780 2.616 1.849
H -1.782 2.561 1.065
H -1.988 0.771 0.841
H -1.966 1.425 2.431
H 0.348 0.509 1.913
H 0.203 1.202 0.247
H 1.660 2.769 1.359
H 0.253 3.492 1.756

Properties
**Energy relative to the best compared isomer or geometry (same formula, charge and spin)**: 205.74 kJ/mol
**SMILES string**: C=C(C)O.CCN
**E**: -8931.879 eV
**HOMO**: -0.3215 Ha

***

# 2
Molecular formula: C4H9NO
Method: DFT, wB97M-V/def2-TZVPD

Cartesian coordinates (Å):
C 0.693 1.258 -0.086
C 0.721 0.369 1.232
O 0.823 -1.038 0.826
C -0.340 -1.359 0.238
C -0.623 -0.486 -1.072
N -0.474 0.959 -0.969
H 1.526 1.040 -0.753
H 0.701 2.260 0.066
H 1.565 0.611 1.849
H -0.283 0.464 1.759
H -0.221 -2.387 -0.204
H -1.240 -1.414 1.002
H -1.612 -0.720 -1.537
H 0.075 -0.903 -1.797
H -1.311 1.347 -0.554

Properties
**Energy relative to the best compared isomer or geometry (same formula, charge and spin)**: 210.97 kJ/mol
**SMILES string**: C1COCCN1
**E**: -7830.133 eV
**HOMO**: -0.3149 Ha

***

# 3
Molecular formula: C26H20IN4O8PW
Method: DFT, wB97M-V/def2-TZVPD

Cartesian coordinates (Å):
W 0.038 0.579 -1.572
O 1.368 -0.812 -3.198
N 1.809 -0.521 -1.900
C 2.981 -0.873 -1.479
C 3.473 -0.512 -0.176
C 4.839 -0.740 0.079
C 5.416 -0.409 1.291
C 4.632 0.105 2.314
C 3.271 0.294 2.104
C 2.682 0.036 0.874
P 0.854 0.188 0.789
C 0.412 -1.410 1.570
C -0.351 -1.538 2.727
C -0.653 -2.806 3.201
C -0.183 -3.937 2.553
C 0.608 -3.806 1.420
C 0.897 -2.552 0.925
C 0.242 1.545 1.829
C 0.996 2.625 2.283
C 0.361 3.670 2.936
C -1.013 3.655 3.120
C -1.774 2.597 2.638
C -1.152 1.550 1.983
H 1.955 -1.459 -3.664
H 3.652 -1.441 -2.128
H 5.452 -1.174 -0.696
H 6.471 -0.569 1.445
H 5.063 0.336 3.276
H 2.642 0.638 2.911
H -0.710 -0.663 3.249
H -1.265 -2.902 4.082
H -0.434 -4.917 2.925
H 0.982 -4.682 0.916
H 1.491 -2.452 0.023
H 2.063 2.665 2.123
H 0.945 4.503 3.295
H -1.491 4.464 3.650
H -2.845 2.595 2.772
H -1.746 0.722 1.605
O -6.555 0.158 -3.940
N -6.071 -0.591 -3.139
O -6.611 -1.477 -2.537
C -4.643 -0.375 -2.821
C -4.019 0.742 -3.374
C -2.711 1.034 -2.961
C -2.173 0.275 -1.863
O -1.593 0.905 -0.813
C -2.674 -1.058 -1.655
C -3.990 -1.337 -2.051
N -1.711 -1.890 -1.176
O -0.442 -1.338 -1.329
O -1.813 -3.009 -0.724
N -1.790 1.845 -3.554
O -0.489 1.467 -3.208
O -1.950 2.771 -4.311
H -4.540 1.353 -4.101
H -4.488 -2.260 -1.786
I 0.159 3.519 -1.101
C 1.652 2.068 -1.785
H 2.496 2.184 -1.093
H 1.980 2.427 -2.772

Properties
**Energy relative to the best compared isomer or geometry (same formula, charge and spin)**: 252.02 kJ/mol
**Total charge**: +2
**E**: -68814.693 eV
**HOMO (spin up / spin down)**: -0.5302 / -0.5301 Ha

***

# 4
Molecular formula: C25H25FeN2O9P2S2
Method: DFT, wB97M-V/def2-TZVPD

Cartesian coordinates (Å):
Fe -0.021 -0.039 1.104
O -4.982 -3.224 -2.470
C -5.262 -2.278 -1.442
C -3.986 -1.677 -0.922
C -4.024 -0.485 -0.216
C -2.855 0.038 0.305
N -1.678 -0.563 0.136
C -1.642 -1.738 -0.497
C -2.767 -2.321 -1.059
C -0.305 -2.392 -0.469
C -0.004 -3.559 -1.151
C 1.278 -4.086 -1.047
C 1.629 -5.383 -1.717
O 1.075 -6.511 -1.031
C 2.198 -3.409 -0.264
C 1.825 -2.243 0.388
N 0.592 -1.750 0.290
H -5.812 -3.625 -2.737
H -5.783 -2.767 -0.610
H -5.908 -1.477 -1.817
H -4.958 0.037 -0.048
H -2.823 0.944 0.893
H -2.714 -3.267 -1.576
H -0.749 -4.056 -1.759
H 2.717 -5.484 -1.778
H 1.228 -5.414 -2.732
H 0.953 -6.253 -0.111
H 3.214 -3.773 -0.160
H 2.502 -1.678 1.015
S 1.892 0.276 2.459
C 3.148 0.773 1.329
C 4.477 0.858 1.757
C 5.507 1.230 0.905
C 5.213 1.528 -0.423
C 3.903 1.443 -0.866
C 2.848 1.066 -0.020
S 1.218 1.021 -0.652
H 4.688 0.623 2.795
H 6.526 1.287 1.273
H 5.999 1.827 -1.110
H 3.659 1.680 -1.897
O -0.425 -1.339 4.977
P -1.460 -0.662 3.918
O -2.848 -0.958 4.350
O -0.991 -1.091 2.553
O -1.107 0.896 4.135
P -1.090 2.171 3.120
O 0.309 2.844 3.518
O -2.200 3.105 3.404
O -0.978 1.604 1.721
H -0.826 -1.271 5.849
H 1.019 2.213 3.262
C -1.940 2.797 -1.250
C -0.854 3.615 -1.584
C -0.144 4.307 -0.573
C 0.961 5.068 -0.887
C 1.397 5.175 -2.208
C 0.712 4.502 -3.219
C -0.394 3.735 -2.916
H -2.434 2.197 -2.004
H -2.222 2.686 -0.214
H -0.454 4.175 0.457
H 1.513 5.555 -0.093
H 2.281 5.754 -2.444
H 1.061 4.565 -4.243
H -0.907 3.182 -3.696

Properties
**Energy relative to the best compared isomer or geometry (same formula, charge and spin)**: 0.00 kJ/mol
**Spin multiplicity**: 2
**Total charge**: -2
**E**: -122384.350 eV
**HOMO**: -0.0320 Ha

***

# 5
Molecular formula: C19H14BrClIN3O6Tl
Method: DFT, wB97M-V/def2-TZVPD

Cartesian coordinates (Å):
Tl 0.435 0.988 -0.864
O 2.767 2.471 3.264
C 2.181 1.739 4.225
C 2.564 1.970 5.549
C 1.994 1.248 6.577
C 1.028 0.280 6.309
C 0.650 0.049 4.999
C 1.211 0.762 3.939
C 0.801 0.498 2.525
O 1.302 1.230 1.611
N -0.053 -0.499 2.358
N -0.363 -0.695 1.046
C -1.155 -1.665 0.808
C -1.547 -2.003 -0.564
C -2.696 -2.753 -0.794
C -3.063 -3.034 -2.098
C -2.274 -2.565 -3.134
C -1.137 -1.840 -2.814
N -0.769 -1.576 -1.566
H 2.332 2.174 2.416
H 3.312 2.730 5.734
H 2.299 1.441 7.599
H 0.577 -0.285 7.114
H -0.094 -0.697 4.756
H -1.571 -2.249 1.629
H -3.297 -3.085 0.043
H -3.962 -3.602 -2.303
H -2.529 -2.742 -4.169
H -0.498 -1.443 -3.593
O -3.727 2.046 -2.900
Cl -2.340 1.864 -2.585
O -1.633 3.118 -2.630
O -2.223 1.307 -1.235
O -1.731 0.937 -3.514
Br 4.870 -3.291 -3.167
C 5.221 -2.926 -1.343
C 6.537 -3.034 -0.911
C 6.854 -2.779 0.411
C 5.856 -2.414 1.303
C 4.546 -2.307 0.868
C 4.212 -2.562 -0.460
I 2.213 -2.325 -1.007
H 7.304 -3.317 -1.619
H 7.882 -2.859 0.741
H 6.093 -2.204 2.337
H 3.767 -2.010 1.558

Properties
**Energy relative to the best compared isomer or geometry (same formula, charge and spin)**: 0.00 kJ/mol
**Total charge**: -1
**E**: -132040.448 eV
**HOMO**: -0.1964 Ha